(1)
Here is 7 unconnected molecules or ions with the total composition C30H56BrCl12IN5O at a distorted geometry from the Open Molecules 2025 dataset. Energies are from the ωB97M-V functional and the def2-TZVPD basis.

Each line ends with the Mulliken charge.
Positions of all 106 atoms, in Å:
C 1.8139 3.2910 -0.0966  -1.49
C 0.4864 2.9537 0.5791  1.76
C -0.5580 4.0708 0.4975  -0.20
C -1.5245 3.9947 -0.6889  -1.32
C -2.2297 2.6500 -0.8744  0.09
C -3.0278 2.1782 0.3708  -1.12
C -2.4570 0.9462 1.0844  -0.21
C -3.1838 -0.3491 0.7051  -0.63
C -3.0249 -0.7471 -0.7620  -0.85
N -1.9777 -1.7456 -0.9807  0.20
O -2.3403 -3.0603 -0.6832  -0.18
C -2.9293 -3.6234 -1.7091  0.69
N -3.3346 -4.1691 -2.6366  -0.53
C -0.7442 -1.5083 -1.4465  0.24
N -0.3418 -0.2799 -1.7534  -0.20
C 0.8867 -0.4159 -2.2056  -0.51
N 1.2826 -1.6833 -2.1672  0.88
C 2.5895 -2.1009 -2.6646  -0.83
I 3.7908 -3.2423 -1.2935  0.18
C 2.5156 -2.7896 -4.0306  -0.20
C 1.9817 -1.8146 -5.0865  -1.11
N 0.2388 -2.4208 -1.6695  0.05
C 0.3126 -3.8692 -1.4632  -0.92
C 0.5842 -4.2928 0.0088  0.20
C 0.7424 -3.1440 0.9869  -1.24
Br -0.8226 -5.4913 0.6334  -0.13
H 2.3769 4.0511 0.4465  0.44
H 2.4310 2.3888 -0.1167  0.26
H 1.6890 3.6151 -1.1329  0.34
H 0.1416 2.0002 0.1805  -0.95
H 0.6992 2.7830 1.6356  -0.73
H -1.1073 4.1579 1.4365  0.47
H -0.0050 5.0087 0.3963  0.12
H -0.9467 4.1838 -1.6016  0.35
H -2.2668 4.7917 -0.6408  0.43
H -1.4768 1.8994 -1.1163  -0.20
H -2.8907 2.7162 -1.7415  0.57
H -4.0593 1.9927 0.0608  0.45
H -3.0866 3.0155 1.0668  0.65
H -2.6084 1.0711 2.1563  0.14
H -1.3919 0.8241 0.8862  0.18
H -2.9145 -1.1754 1.3678  0.39
H -4.2543 -0.1955 0.8525  0.11
H -2.8512 0.1068 -1.4113  0.60
H -3.9555 -1.2109 -1.1005  0.25
H 1.5313 0.3622 -2.5789  0.60
H 3.1287 -1.1679 -2.8027  0.06
H 1.8830 -3.6748 -4.0038  0.19
H 3.5406 -3.0341 -4.3016  0.53
H 2.6775 -0.9922 -5.2550  0.24
H 1.0057 -1.4092 -4.8174  0.25
H 1.8610 -2.3465 -6.0283  0.43
H -0.5934 -4.3458 -1.8189  0.49
H 1.1097 -4.2304 -2.1060  0.22
H 1.4842 -4.8989 0.0117  0.51
H -0.2106 -2.6394 1.1544  0.20
H 1.0880 -3.5249 1.9449  0.51
H 1.4726 -2.4101 0.6440  0.19
Cl 0.7437 2.8833 4.1287  -0.12
C 1.0527 1.5955 5.3244  -0.49
C 0.7504 0.2234 4.7798  -0.48
Cl -0.9913 -0.0374 4.5024  -0.17
H 0.4613 1.8159 6.2090  0.34
H 2.1079 1.6520 5.5861  0.31
H 1.0736 -0.5290 5.4971  0.40
H 1.2645 0.0545 3.8365  0.23
Cl 5.5174 1.0240 -5.1739  -0.20
C 6.3283 1.3894 -3.6238  -0.46
C 5.6656 0.6803 -2.4763  -0.30
Cl 4.0296 1.3396 -2.1495  -0.11
H 6.3231 2.4668 -3.4844  0.26
H 7.3593 1.0518 -3.7106  0.37
H 6.2321 0.8150 -1.5575  0.12
H 5.5669 -0.3855 -2.6756  0.31
Cl 7.3980 3.7652 -0.9078  -0.18
C 6.0464 3.8611 0.2530  -0.19
C 6.2024 2.8763 1.3826  -0.45
Cl 6.0452 1.1956 0.7982  -0.18
H 5.1252 3.6844 -0.2979  -0.05
H 6.0305 4.8746 0.6495  0.42
H 5.4176 3.0382 2.1193  0.29
H 7.1678 2.9655 1.8729  0.38
Cl -2.2854 7.0876 0.7986  -0.14
C -1.5273 8.6013 0.2388  -0.49
C -0.0329 8.4618 0.1045  -0.49
Cl 0.7729 8.2565 1.6812  -0.18
H -1.7976 9.3864 0.9399  0.37
H -1.9590 8.8377 -0.7322  0.28
H 0.3780 9.3607 -0.3518  0.37
H 0.2269 7.6048 -0.5124  0.28
Cl -5.1906 -9.1001 3.7180  -0.18
C -4.3390 -7.7025 3.0204  -0.32
C -2.8458 -7.9095 2.9760  0.10
Cl -2.1153 -7.9252 4.5992  -0.19
H -4.6001 -6.8243 3.6058  0.27
H -4.7157 -7.5734 2.0060  0.22
H -2.3836 -7.0868 2.4322  -0.35
H -2.5894 -8.8454 2.4859  0.37
Cl -6.1042 -4.0437 2.9871  -0.19
C -6.6246 -4.1052 1.2850  -0.49
C -5.9239 -3.0650 0.4498  0.05
Cl -6.4291 -1.4036 0.8635  -0.21
H -7.7033 -3.9780 1.2549  0.38
H -6.3779 -5.0971 0.9092  0.28
H -6.1638 -3.2153 -0.6025  0.42
H -4.8443 -3.1271 0.5814  -0.16

For the molar mass, the calculation gives 1135.06 g/mol. The HOMO-LUMO gap is 9.0 eV. As for the net charge: +1.


(2)
Here is a single C23H34N2O molecule from the Open Molecules 2025 dataset. Energies are from the ωB97M-V functional and the def2-TZVPD basis.

Each line ends with the Mulliken charge.
Positions of all 60 atoms, in Å:
O 3.4449 4.2793 -1.0480  -0.55
C 3.3210 3.0724 -0.4272  0.62
C 4.2531 2.6140 0.4937  -0.87
C 4.0857 1.3780 1.0915  -0.82
C 2.9895 0.5793 0.7955  0.51
C 2.8266 -0.7481 1.4856  -1.80
C 2.2770 -1.8969 0.6228  -0.22
C 3.1493 -2.0043 -0.6444  -1.10
N 2.7951 -3.1040 -1.5157  -0.38
C 1.3851 -3.0088 -1.8344  -1.11
C 0.5166 -2.9498 -0.5780  -0.63
N 0.8596 -1.7974 0.2470  1.49
C 0.0027 -1.7325 1.4276  -1.23
C -1.5110 -1.6461 1.2016  -2.91
C -2.0792 -0.3846 0.5253  3.54
C -1.7123 -0.3170 -0.9591  -1.23
C -2.3359 0.9211 -1.6027  0.45
C -3.8573 0.8407 -1.4909  -1.69
C -4.2477 0.7797 -0.0157  0.60
C -3.7591 2.0399 0.6950  -1.65
C -2.2388 2.1209 0.5776  0.38
C -1.8412 2.1806 -0.8954  -0.84
C -1.5982 0.8921 1.2219  -1.30
C -3.6109 -0.4469 0.6346  -1.87
C 2.0603 1.0515 -0.1241  0.55
C 2.2221 2.2780 -0.7358  -1.07
H 4.2489 4.7182 -0.7461  0.28
H 5.1140 3.2232 0.7382  0.30
H 4.8248 1.0339 1.8014  0.41
H 2.2064 -0.6120 2.3750  0.43
H 3.8083 -1.0707 1.8437  0.53
H 2.4195 -2.8300 1.2138  0.42
H 3.0489 -1.0848 -1.2253  0.37
H 4.1955 -2.1129 -0.3494  0.43
H 2.9719 -3.9862 -1.0393  0.35
H 1.2408 -2.0958 -2.4180  0.27
H 1.0970 -3.8669 -2.4457  0.43
H 0.6419 -3.8922 -0.0069  0.38
H -0.5267 -2.8690 -0.8767  0.36
H 0.2965 -0.8554 2.0022  0.38
H 0.1796 -2.6231 2.0641  0.45
H -1.9520 -1.7070 2.2018  0.53
H -1.8628 -2.5228 0.6545  0.38
H -0.6291 -0.2951 -1.0708  -0.31
H -2.0837 -1.2099 -1.4694  0.60
H -2.0495 0.9593 -2.6603  0.41
H -4.3142 1.7147 -1.9611  0.54
H -4.2239 -0.0482 -2.0102  0.53
H -5.3385 0.7093 0.0717  0.20
H -4.2162 2.9240 0.2445  0.53
H -4.0518 2.0113 1.7474  0.52
H -1.8801 3.0220 1.0888  0.39
H -2.2767 3.0663 -1.3642  0.62
H -0.7559 2.2539 -0.9793  -0.31
H -1.8594 0.8511 2.2829  0.46
H -0.5144 0.9796 1.1415  0.13
H -3.9043 -0.4950 1.6865  0.51
H -3.9771 -1.3542 0.1468  0.45
H 1.2134 0.4314 -0.3691  0.62
H 1.5117 2.6423 -1.4614  0.52

For the molar mass, the calculation gives 354.54 g/mol. As for the SMILES: Oc1ccc(C[C@@H]2CNCCN2CC[C@]23C[C@H]4C[C@H](C[C@H](C4)C2)C3)cc1. The HOMO-LUMO gap is 9.0 eV. As for the net charge: 0.


(3)
Here is a molecular structure, C43H39N7NiO2PSe at a distorted geometry from the Open Molecules 2025 dataset. Energies are from the ωB97M-V functional and the def2-TZVPD basis.

Each line ends with the Mulliken charge.
Positions of all 94 atoms, in Å:
Ni -0.7940 -0.6790 0.1063  1.00
Se 6.0741 -4.3192 0.8553  0.27
N 4.3408 -4.6558 0.9071  -0.87
C 3.7539 -3.7264 0.2015  0.79
C 2.3244 -3.6914 -0.0584  0.78
C 1.5182 -4.7911 0.2307  -0.64
C 0.2159 -4.7853 -0.2114  -0.55
C -0.2757 -3.6119 -0.7691  -0.73
N 0.4263 -2.4923 -0.9070  -0.26
C 1.7645 -2.5743 -0.7024  -0.37
C 2.6569 -1.5743 -1.3336  -0.22
N 2.0999 -0.6362 -2.1137  -0.27
C 2.8836 0.0808 -2.9011  -0.36
C 4.2735 -0.0253 -2.9172  -0.87
C 4.8632 -0.9013 -2.0409  -0.62
C 4.0501 -1.7132 -1.2477  1.11
C 4.6163 -2.7443 -0.3962  0.71
N 5.8949 -2.8912 -0.1728  -0.88
H 1.9493 -5.6445 0.7388  0.56
H -0.4246 -5.6498 -0.0970  0.49
H -1.3091 -3.5683 -1.0966  0.29
H 2.3844 0.7853 -3.5584  0.42
H 4.8639 0.5737 -3.5979  0.47
H 5.9384 -1.0061 -1.9692  0.55
O -3.0980 0.2189 1.4492  -0.66
C -1.9158 0.4777 1.4372  1.45
C -1.2742 1.6610 2.0302  -0.21
C -1.8784 2.2908 3.1244  -0.89
C -1.2032 3.2845 3.8072  -0.80
C 0.0816 3.6399 3.4115  -0.86
C 0.6826 3.0084 2.3343  -0.24
C 0.0061 2.0186 1.6247  0.53
P 0.7279 1.0792 0.1979  1.02
C 0.8384 2.3840 -1.0796  0.54
C 0.2208 2.1534 -2.3097  -0.50
C 0.2336 3.1233 -3.3022  -0.93
C 0.8955 4.3247 -3.0905  -0.85
C 1.5363 4.5520 -1.8807  -0.79
C 1.4988 3.5954 -0.8762  -0.28
C 2.3957 0.8430 0.9142  0.85
C 2.4327 0.0033 2.0317  -0.68
C 3.6284 -0.2596 2.6784  -0.66
C 4.8061 0.3154 2.2126  -0.76
C 4.7766 1.1508 1.1078  -0.82
C 3.5763 1.4103 0.4535  -0.47
H -2.8660 1.9683 3.4328  0.53
H -1.6665 3.7757 4.6539  0.44
H 0.6268 4.3997 3.9588  0.44
H 1.7023 3.2638 2.0735  0.24
H -0.2502 1.1968 -2.4815  0.82
H -0.2662 2.9349 -4.2453  0.52
H 0.9229 5.0782 -3.8678  0.41
H 2.0666 5.4815 -1.7143  0.45
H 1.9794 3.8117 0.0675  0.27
H 1.5080 -0.4366 2.3980  0.40
H 3.6471 -0.9033 3.5489  0.50
H 5.7450 0.1154 2.7138  0.43
H 5.6917 1.6048 0.7474  0.44
H 3.5696 2.0455 -0.4219  0.53
N -1.7825 -2.3549 1.4124  -0.22
C -1.8988 -2.1949 2.8346  0.06
C -3.1160 -1.9141 3.4365  -0.27
C -3.1827 -1.7554 4.8131  -0.73
C -2.0391 -1.8755 5.5917  -0.55
C -0.8255 -2.1699 4.9867  -0.74
C -0.7539 -2.3287 3.6106  -0.17
H -2.6940 -2.4861 0.9923  0.27
H -1.2212 -3.1715 1.2351  0.28
H -4.0048 -1.8053 2.8265  0.34
H -4.1361 -1.5429 5.2811  0.41
H -2.0966 -1.7520 6.6657  0.41
H 0.0672 -2.2816 5.5903  0.41
H 0.1933 -2.5636 3.1306  0.32
C -3.3545 2.6726 -0.9293  -0.70
N -3.6589 1.7005 -1.9795  0.23
C -4.7133 2.0124 -2.9373  -0.66
C -4.5343 1.1856 -4.1926  -0.70
C -4.4277 -0.2749 -3.8065  -0.71
N -3.3472 -0.4510 -2.8428  0.29
C -2.6828 -1.7398 -2.8342  -0.59
C -2.9753 0.5343 -1.9763  -0.16
O -2.0266 0.4072 -1.1748  -0.31
H -3.8990 3.5892 -1.1412  0.44
H -2.2870 2.8880 -0.9011  0.14
H -3.6529 2.2963 0.0495  0.21
H -4.6455 3.0730 -3.1762  0.44
H -5.6970 1.8261 -2.4952  0.27
H -3.6144 1.4909 -4.6973  0.28
H -5.3700 1.3396 -4.8737  0.39
H -4.1937 -0.8819 -4.6813  0.38
H -5.3742 -0.6370 -3.3921  0.29
H -2.3099 -1.9813 -3.8315  0.46
H -3.3752 -2.5266 -2.5210  0.40
H -1.8372 -1.6969 -2.1614  -0.38

The expectation value of S² is 2.015. The spin multiplicity is 3. For the molar mass, the calculation gives 854.46 g/mol. The HOMO-LUMO gap (alpha / beta) is 6.0 / 7.2 eV. As for the net charge: +1.